[1]
Computed, not measured: C30H30FN7O4S2Sc as an isolated structure, with ωB97M-V with the def2-TZVPD basis set.

Results
**Total charge**: +1
**Energy above the lowest of the compared OMol25 structures with the same formula, charge and spin**: 0.241 eV
**Kohn-Sham gap**: 8.75 eV

Each line ends with the Mulliken charge.
Element x y z (Å)
Sc  0.993  0.890  -1.086  -0.30
N  1.932  4.089  -0.558  -0.14
C  2.586  3.360  0.351  0.29
N  3.450  3.974  1.153  -0.82
C  4.065  3.192  2.037  0.17
N  4.928  3.766  2.883  -0.34
N  3.875  1.858  2.171  -0.80
C  3.003  1.358  1.327  -0.73
N  2.316  2.034  0.415  0.77
C  2.749  -0.114  1.377  1.79
C  3.389  -0.918  2.305  -0.82
C  3.132  -2.278  2.294  -0.60
C  2.243  -2.787  1.360  -1.30
C  1.643  -1.912  0.472  -0.17
N  1.887  -0.602  0.476  0.99
H  2.210  5.047  -0.678  0.28
H  1.361  3.649  -1.267  0.15
H  5.141  4.741  2.775  0.26
H  5.456  3.196  3.518  0.24
H  4.075  -0.461  3.002  0.58
H  3.622  -2.934  3.001  0.47
H  2.019  -3.844  1.311  0.51
H  0.940  -2.264  -0.273  0.40
O  4.129  1.024  -3.811  -0.69
C  3.205  0.654  -3.126  0.17
O  2.780  1.187  -2.022  -0.47
C  2.421  -0.581  -3.524  0.61
C  2.803  -1.339  -4.618  -0.86
C  2.079  -2.477  -4.921  -0.33
C  0.999  -2.813  -4.115  -1.41
C  0.683  -1.990  -3.052  -0.07
N  1.374  -0.885  -2.752  0.44
H  3.657  -1.012  -5.193  0.56
H  2.350  -3.096  -5.767  0.44
H  0.406  -3.697  -4.305  0.47
H  -0.156  -2.227  -2.409  0.68
O  -0.383  1.845  0.487  -0.12
S  -0.954  2.341  1.781  0.02
C  -2.742  2.239  1.528  -1.01
C  -3.228  0.919  0.920  0.63
C  -3.874  1.089  -0.458  -1.31
C  -2.896  1.336  -1.600  -0.54
S  -1.865  -0.049  -2.163  0.35
O  -0.843  -0.355  -1.061  0.65
C  -3.021  -1.394  -2.049  0.54
C  -2.987  -2.253  -0.961  0.04
C  -3.904  -3.292  -0.898  -0.93
C  -4.839  -3.459  -1.912  -0.51
C  -4.855  -2.597  -2.999  -0.72
C  -3.937  -1.560  -3.078  -0.50
C  -0.723  1.047  2.986  0.98
C  -0.655  1.406  4.324  -0.76
C  -0.458  0.418  5.277  -0.69
C  -0.310  -0.905  4.885  -0.73
C  -0.361  -1.250  3.540  -0.97
C  -0.567  -0.272  2.580  0.44
H  -2.949  3.091  0.875  0.57
H  -3.183  2.455  2.503  0.49
H  -3.948  0.463  1.599  0.65
H  -2.400  0.219  0.825  -0.91
H  -4.568  1.934  -0.437  0.53
H  -4.481  0.209  -0.678  0.38
H  -2.148  2.103  -1.386  0.37
H  -3.419  1.627  -2.514  0.66
H  -2.248  -2.106  -0.184  0.33
H  -3.889  -3.970  -0.055  0.46
H  -5.552  -4.270  -1.858  0.42
H  -5.575  -2.737  -3.794  0.44
H  -3.931  -0.895  -3.933  0.46
H  -0.747  2.445  4.619  0.49
H  -0.405  0.683  6.324  0.43
H  -0.147  -1.671  5.632  0.43
H  -0.238  -2.283  3.240  0.50
H  -0.593  -0.514  1.525  -0.16
F  0.075  2.174  -2.187  -0.82



[2]
Computed, not measured: C16H27Cl2N2O3SV as an isolated structure at a distorted geometry, with ωB97M-V with the def2-TZVPD basis set.

Results
**Multiplicity**: 2
**Total charge**: -1
**Energy above the lowest of the compared OMol25 structures with the same formula, charge and spin**: 1.128 eV
**Kohn-Sham gap (spin up / spin down)**: 4.27 / 4.07 eV

Each line ends with the Mulliken spin population.
Element x y z (Å)
V  0.097  -0.044  -0.556  1.36
Cl  1.622  -1.941  6.419  0.00
C  1.501  -1.323  4.779  -0.02
C  2.611  -0.669  4.228  0.04
C  2.480  -0.191  2.941  -0.01
Cl  3.842  0.627  2.220  0.00
C  1.310  -0.305  2.153  0.03
O  1.271  0.227  0.977  -0.01
C  0.190  -1.010  2.758  -0.02
C  -1.031  -1.233  2.098  0.06
O  -1.364  -0.929  0.901  0.01
C  0.340  -1.496  4.091  0.02
H  3.532  -0.538  4.775  0.00
H  -1.797  -1.749  2.701  0.01
H  -0.498  -2.008  4.548  0.00
N  -1.435  -0.575  -2.029  -0.01
C  -2.143  -1.860  -1.926  0.00
C  -1.449  -2.972  -2.713  0.00
C  -0.355  -3.747  -1.974  0.00
C  0.923  -2.976  -1.648  0.00
N  0.771  -2.057  -0.521  0.02
H  -2.033  0.155  -1.626  0.00
H  -1.288  -0.333  -3.000  0.00
H  -3.172  -1.766  -2.299  0.00
H  -2.206  -2.108  -0.866  0.00
H  -1.026  -2.548  -3.631  0.00
H  -2.209  -3.696  -3.019  0.00
H  -0.068  -4.595  -2.603  0.00
H  -0.769  -4.158  -1.046  0.00
H  1.234  -2.397  -2.521  0.00
H  1.710  -3.711  -1.442  0.00
H  1.675  -1.892  -0.083  0.01
H  0.159  -2.454  0.193  0.00
C  1.315  0.530  -1.830  -0.47
H  2.067  1.315  -1.647  0.01
H  1.459  0.133  -2.854  0.02
C  0.861  3.383  1.296  0.00
C  -0.607  3.071  1.032  0.00
S  -0.813  1.989  -0.435  -0.06
O  -2.301  1.920  -0.621  0.00
C  -0.273  3.209  -1.719  0.00
C  -1.338  4.247  -2.029  0.00
H  1.005  3.735  2.318  0.00
H  1.240  4.147  0.615  0.00
H  1.452  2.475  1.162  0.00
H  -1.228  3.956  0.883  0.00
H  -1.031  2.467  1.837  0.00
H  -0.060  2.554  -2.560  0.01
H  0.670  3.642  -1.390  0.00
H  -2.321  3.823  -1.811  0.00
H  -1.309  4.520  -3.085  0.00
H  -1.216  5.158  -1.440  0.00



| no. | energy (Eh) |
| --- | --- |
| 1 | -3502.57038 |
| 2 | -3223.62537 |